{"formula": "C45H31F2MgN2O4PS2", "method": "wB97M-V/def2-TZVPD", "charge": -2, "gap_ev": 5.20, "relative_energy_kj_mol": 194.2, "homo_ev": -1.2, "energy_ha": -3681.600768, "fmax_ev_per_a": 0.23, "species": ["Mg", "O", "C", "O", "C", "C", "C", "C", "C", "N", "C", "O", "O", "H", "H", "H", "H", "H", "F", "C", "C", "C", "C", "C", "F", "C", "C", "C", "C", "C", "C", "N", "H", "H", "H", "H", "H", "H", "C", "C", "C", "C", "C", "C", "C", "C", "C", "C", "C", "C", "C", "C", "C", "H", "H", "H", "H", "H", "H", "H", "H", "H", "H", "S", "P", "S", "C", "C", "C", "C", "C", "C", "C", "C", "C", "C", "C", "C", "H", "H", "H", "H", "H", "H", "H", "H", "H", "H"], "xyz": [[1.29633, -0.36227, 0.10620], [-2.53477, 1.03103, -1.72793], [-1.38803, 0.94370, -1.00083], [-0.36462, 0.11491, -1.55886], [-1.17821, 1.38741, 0.24475], [-2.10204, 2.24112, 0.97839], [-1.74676, 2.72831, 2.18242], [-0.47514, 2.40226, 2.76995], [0.30583, 1.52628, 2.08128], [-0.00290, 0.98575, 0.88531], [1.66132, 1.07643, 2.54595], [2.12488, 1.40850, 3.72304], [2.37911, 0.42955, 1.78350], [-2.28354, 1.22958, -2.64516], [-3.05639, 2.47840, 0.52761], [-2.43230, 3.36362, 2.73161], [-0.19301, 2.79273, 3.73512], [1.44469, 1.71674, 4.37377], [1.62130, -5.76290, 1.59366], [1.93305, -4.75511, 0.73774], [1.38774, -3.50248, 0.92161], [1.69432, -2.46242, 0.04201], [2.56684, -2.73662, -1.03534], [3.11294, -4.01113, -1.15266], [4.01811, -4.31064, -2.12825], [2.81155, -5.04166, -0.28738], [2.88288, -1.63855, -1.99561], [3.35014, -1.84796, -3.29328], [3.60340, -0.76550, -4.11467], [3.38819, 0.51914, -3.64413], [2.88630, 0.65123, -2.36664], [2.64260, -0.38583, -1.56377], [0.73146, -3.34769, 1.77118], [3.25438, -6.01959, -0.40664], [3.48045, -2.84982, -3.66653], [3.93081, -0.93029, -5.13296], [3.53598, 1.39070, -4.26596], [2.64469, 1.62867, -1.96368], [-0.27683, 0.19276, -2.88515], [0.00303, 0.23624, -4.06362], [0.27807, 0.27277, -5.45137], [0.65784, 1.54854, -6.01178], [1.10306, 2.60505, -5.17802], [1.45631, 3.84371, -5.67890], [1.38048, 4.12047, -7.04125], [0.91082, 3.11519, -7.87937], [0.55505, 1.87144, -7.38673], [0.22854, -0.98183, -6.16762], [-0.41552, -2.10880, -5.59918], [-0.42373, -3.34421, -6.21600], [0.21081, -3.54649, -7.43975], [0.86518, -2.46344, -8.01355], [0.87759, -1.21953, -7.40332], [1.16208, 2.42658, -4.11105], [1.79840, 4.60954, -4.99033], [1.65975, 5.09112, -7.43221], [0.80145, 3.30763, -8.94219], [0.14053, 1.14409, -8.07047], [-0.90479, -1.99048, -4.64071], [-0.93236, -4.16937, -5.72862], [0.20606, -4.51729, -7.91983], [1.39434, -2.58930, -8.95325], [1.44705, -0.42715, -7.86785], [0.41195, 2.15533, 6.31322], [-0.67786, 0.48199, 6.14782], [0.09868, -1.10841, 5.28289], [-2.27873, 0.92071, 5.35894], [-2.76022, 0.20316, 4.27415], [-3.97527, 0.54565, 3.69076], [-4.71488, 1.60344, 4.19359], [-4.23387, 2.32969, 5.27914], [-3.02058, 1.99178, 5.85509], [-1.28242, 0.02961, 7.82805], [-1.01354, 0.80653, 8.94616], [-1.50267, 0.43574, 10.19449], [-2.26972, -0.71055, 10.32988], [-2.54240, -1.49264, 9.21254], [-2.04770, -1.12672, 7.97167], [-2.16593, -0.61467, 3.88459], [-4.32856, -0.00681, 2.82896], [-5.65914, 1.87338, 3.73532], [-4.80420, 3.16401, 5.67076], [-2.63169, 2.56759, 6.68726], [-0.41192, 1.69906, 8.82480], [-1.28102, 1.04631, 11.06215], [-2.65154, -0.99956, 11.30221], [-3.13626, -2.39351, 9.31204], [-2.23532, -1.74393, 7.10086]], "mulliken_charge": [1.37, -0.64, 0.24, -0.51, 0.23, -1.41, -0.52, -0.69, 1.16, 0.13, 0.25, -0.64, -0.72, 0.26, 0.43, 0.43, 0.82, -0.07, -0.35, 0.37, -0.47, -0.83, 0.30, 0.47, -0.37, -0.87, 0.82, -1.11, -0.29, -0.58, 0.06, -0.39, 0.58, 0.45, 0.49, 0.35, 0.45, 0.43, -0.73, -0.16, 0.50, 0.59, -0.53, -0.72, -0.45, -0.65, -0.59, 0.54, -0.60, -0.63, -0.47, -0.77, -0.45, 0.43, 0.35, 0.36, 0.34, 0.60, 0.35, 0.37, 0.36, 0.34, 0.55, -0.60, 1.15, -0.47, 0.25, -0.17, -0.52, -0.43, -0.67, -0.51, 0.24, -0.21, -0.54, -0.34, -0.60, -0.62, 0.36, 0.39, 0.35, 0.35, 0.32, 0.31, 0.37, 0.34, 0.36, 0.33]}

{"formula": "C11H4Cl7N4O3ReS", "method": "wB97M-V/def2-TZVPD", "charge": 1, "gap_ev": [7.32, 6.19], "relative_energy_kj_mol": 0.0, "homo_ev": [-11.8, -12.0], "spin_multiplicity": 4, "energy_ha": -4563.846885, "fmax_ev_per_a": 1.34, "species": ["Re", "Cl", "C", "C", "Cl", "C", "Cl", "C", "O", "C", "Cl", "C", "Cl", "Cl", "C", "Cl", "H", "H", "O", "S", "N", "N", "C", "O", "C", "C", "N", "C", "N", "H", "H"], "xyz": [[-0.58283, 1.15841, -0.35455], [5.55114, -0.45700, 2.86274], [3.93713, -0.04331, 2.47465], [3.56828, 0.12544, 1.14813], [4.68030, -0.06144, -0.14048], [2.25472, 0.45501, 0.87650], [1.71772, 0.67595, -0.78446], [1.28427, 0.62940, 1.84169], [0.02720, 0.96666, 1.50373], [1.65968, 0.45556, 3.16609], [0.46055, 0.66767, 4.37106], [2.97617, 0.12485, 3.48071], [3.42159, -0.07833, 5.11606], [-2.84127, 1.40467, 0.54225], [-4.12496, 0.97252, -0.65930], [-4.24729, -0.74922, -0.90516], [-3.87730, 1.47359, -1.58497], [-5.03910, 1.34544, -0.21639], [1.95939, 3.86804, -0.72284], [0.55746, 4.19105, -0.57590], [-0.44919, 3.07448, -0.42217], [-1.11086, -3.22675, -1.10762], [-1.08948, -1.92544, -1.36956], [-0.78887, -1.10296, -0.45606], [-1.40957, -1.51474, -2.74675], [-1.36049, -0.16461, -2.78045], [-1.19138, 0.85436, -2.22322], [-1.72566, -2.43121, -3.78029], [-1.98984, -3.23912, -4.55589], [-0.88622, -3.54567, -0.17918], [-1.34127, -3.90331, -1.81835]], "mulliken_charge": [1.05, -0.15, 0.53, -0.43, -0.17, 1.27, -0.22, -0.18, -0.64, 0.23, -0.15, 0.00, -0.14, -0.07, -0.29, -0.06, 0.29, 0.38, -0.39, 0.43, -0.22, -0.38, 1.01, -0.57, 0.15, 0.49, -0.58, -0.28, -0.39, 0.26, 0.20]}

{"formula": "C5H14", "method": "wB97M-V/def2-TZVPD", "gap_ev": 12.16, "relative_energy_kj_mol": 149.1, "homo_ev": -11.1, "energy_ha": -198.832358, "smiles": "CCC.CC", "fmax_ev_per_a": 6.17, "species": ["C", "C", "C", "H", "H", "H", "H", "H", "H", "H", "H", "C", "C", "H", "H", "H", "H", "H", "H"], "xyz": [[-0.56888, -0.33062, 1.97201], [0.40379, 0.82912, 2.41787], [0.33949, 1.89922, 1.35389], [-0.56765, -1.06424, 2.73067], [-0.25340, -0.66361, 0.92539], [-1.53586, 0.16116, 1.52274], [-0.00059, 1.34033, 3.29165], [1.27875, 0.43605, 2.66434], [0.69527, 1.54640, 0.37451], [-0.64477, 2.38610, 1.27479], [1.17406, 2.58294, 1.48950], [-0.28196, -1.61259, -1.88534], [0.28244, -0.66190, -2.99982], [-1.19139, -1.06333, -1.51202], [-0.77583, -2.45811, -2.52588], [0.42905, -1.99151, -1.23247], [-0.52227, -0.26668, -3.73946], [0.94547, -1.24513, -3.65395], [0.79427, 0.17642, -2.46841]], "mulliken_charge": [-0.72, -0.38, -1.02, 0.36, -0.03, 0.27, 0.25, 0.45, 0.16, 0.33, 0.34, -0.80, -0.76, 0.21, 0.28, 0.32, 0.25, 0.27, 0.23]}

{"formula": "C5H9N", "method": "wB97M-V/def2-TZVPD", "gap_ev": 10.18, "relative_energy_kj_mol": 267.1, "homo_ev": -9.0, "energy_ha": -250.565229, "smiles": "C=C[C@H]1N[C@@H]1C", "fmax_ev_per_a": 4.20, "species": ["C", "C", "C", "N", "C", "C", "H", "H", "H", "H", "H", "H", "H", "H", "H"], "xyz": [[2.40729, 0.17160, -0.27007], [1.48658, -0.70634, 0.17532], [0.09132, -0.30794, 0.45341], [-0.24725, 1.14701, 0.26598], [-0.92824, 0.21166, -0.51847], [-2.31855, -0.44542, -0.16383], [1.99827, 1.11156, -0.36995], [3.32669, -0.25629, -0.72704], [1.69093, -1.80894, 0.29159], [-0.38217, -0.70282, 1.44268], [-0.84273, 1.63717, 1.02114], [-0.56329, 0.13398, -1.55387], [-2.42066, -1.40808, -0.59441], [-2.26891, -0.48562, 1.02172], [-3.23780, 0.20865, -0.45187]], "mulliken_charge": [-0.77, -0.46, -0.12, -0.57, 0.31, -1.00, 0.42, 0.25, 0.26, 0.21, 0.28, 0.36, 0.28, 0.25, 0.27]}

{"formula": "CH2N2O2", "method": "wB97M-V/def2-TZVPD", "gap_ev": [8.09, 8.49], "relative_energy_kj_mol": 570.7, "homo_ev": [-10.1, -10.1], "energy_ha": -299.119475, "fmax_ev_per_a": 2.57, "species": ["C", "N", "N", "O", "O", "H", "H"], "xyz": [[-0.73662, -1.41467, -0.76863], [-0.58974, -1.50236, 0.47552], [-0.49477, 0.10980, -0.82573], [-0.89174, -2.17953, -1.64245], [0.66498, 0.35660, -1.31892], [-0.32335, -0.80423, 1.12553], [0.91938, 1.15199, -0.77915]], "mulliken_charge": [0.63, -0.41, -0.18, -0.52, -0.20, 0.25, 0.43]}

{"formula": "C25H36FSi", "method": "wB97M-V/def2-TZVPD", "charge": 1, "gap_ev": 5.14, "homo_ev": -11.0, "energy_ha": -1363.288066, "fmax_ev_per_a": 2.43, "species": ["C", "C", "Si", "C", "C", "C", "C", "C", "C", "C", "C", "C", "C", "H", "H", "H", "H", "H", "H", "H", "H", "H", "H", "H", "H", "H", "H", "H", "H", "H", "H", "H", "H", "H", "H", "H", "H", "H", "H", "F", "C", "C", "C", "C", "C", "C", "C", "C", "C", "C", "C", "C", "C", "H", "H", "H", "H", "H", "H", "H", "H", "H", "H"], "xyz": [[3.74242, -1.77548, -1.04095], [3.02724, -1.16674, -2.24989], [2.37147, 0.57465, -2.01338], [3.72324, 1.70715, -1.35350], [4.94026, 1.90248, -2.25701], [1.68983, 1.24806, -3.61728], [1.86688, 0.38146, -4.86802], [1.11943, 0.49953, -0.56070], [-0.30207, 0.91697, -0.82045], [-0.57197, 2.40000, -0.84246], [-1.29569, 0.00367, -1.02131], [-2.62505, 0.48284, -1.54465], [-0.98537, -1.45963, -1.16721], [4.23665, -2.70871, -1.33979], [4.51351, -1.10989, -0.63165], [3.04080, -2.02164, -0.23351], [3.69692, -1.13660, -3.12329], [2.16981, -1.79391, -2.54248], [3.24108, 2.67687, -1.15105], [4.03206, 1.30408, -0.37609], [5.64944, 2.58377, -1.76959], [5.46900, 0.96066, -2.44906], [4.66728, 2.34760, -3.22149], [0.62435, 1.46738, -3.45796], [2.18124, 2.22266, -3.76252], [1.58570, 0.95837, -5.75802], [2.90378, 0.05053, -5.00330], [1.22623, -0.50827, -4.83856], [1.18148, -0.51166, -0.13031], [1.57887, 1.18044, 0.17350], [0.15623, 2.94145, -0.22196], [-0.50892, 2.81845, -1.86110], [-1.57124, 2.63719, -0.44729], [-3.27211, -0.36505, -1.79154], [-3.15964, 1.10805, -0.81828], [-2.51550, 1.08775, -2.46112], [-1.89123, -2.00318, -1.46222], [-0.22410, -1.64774, -1.94656], [-0.62663, -1.90132, -0.22757], [-7.41985, -1.41997, 3.42522], [-6.11299, -1.27138, 3.04138], [-5.83378, -0.53296, 1.89161], [-4.50484, -0.35788, 1.53478], [-3.42616, -0.92064, 2.28949], [-2.08789, -0.55200, 1.93272], [-0.97430, -0.45904, 2.83047], [0.09568, 0.40789, 2.45080], [1.27864, 0.50391, 3.16500], [1.41602, -0.18485, 4.37941], [0.35162, -0.96944, 4.84175], [-0.81991, -1.09990, 4.10110], [-3.80116, -1.77924, 3.37044], [-5.11813, -1.87999, 3.80185], [-6.63798, -0.09918, 1.30316], [-4.25920, 0.25660, 0.66800], [-1.98168, -0.05777, 0.97724], [-0.06235, 1.03399, 1.57026], [2.09261, 1.12538, 2.78624], [2.33377, -0.09600, 4.96011], [0.43713, -1.48608, 5.79996], [-1.62502, -1.68998, 4.51852], [-3.05088, -2.38300, 3.87051], [-5.37502, -2.44067, 4.69958]], "mulliken_charge": [-1.33, -0.25, -0.50, -0.45, -1.39, -0.11, -1.42, 0.19, 0.39, -2.04, 1.48, -1.73, -1.48, 0.40, 0.28, 0.28, 0.36, 0.35, 0.39, 0.37, 0.39, 0.31, 0.29, 0.24, 0.46, 0.41, 0.29, 0.31, 0.25, 0.34, 0.35, 0.37, 0.43, 0.44, 0.32, 0.31, 0.53, 0.14, 0.23, -0.27, 0.42, -0.87, -0.08, 0.56, 0.72, 1.11, -0.14, -0.69, -0.49, -0.93, -0.32, -0.20, -0.88, 0.48, 0.09, -0.45, 0.40, 0.41, 0.41, 0.40, 0.08, 0.56, 0.45]}

{"formula": "C16H25NO3", "method": "wB97M-V/def2-TZVPD", "gap_ev": 9.02, "relative_energy_kj_mol": 157.2, "homo_ev": -8.4, "energy_ha": -905.142643, "smiles": "CC(C)(CO)NC[C@H](O)COc1ccc2c(c1)CCC2", "fmax_ev_per_a": 0.60, "species": ["C", "C", "C", "C", "O", "N", "C", "C", "O", "C", "O", "C", "C", "C", "C", "C", "C", "C", "C", "C", "H", "H", "H", "H", "H", "H", "H", "H", "H", "H", "H", "H", "H", "H", "H", "H", "H", "H", "H", "H", "H", "H", "H", "H", "H"], "xyz": [[3.10943, 2.50324, 0.32821], [3.39117, 1.23459, -0.48158], [2.96948, 1.45553, -1.94111], [4.89840, 0.91280, -0.40462], [5.27952, 0.56712, 0.89888], [2.68509, 0.14470, 0.19425], [2.60974, -1.14042, -0.47196], [1.75281, -2.10776, 0.35921], [2.06781, -3.45034, 0.08031], [0.24762, -1.87412, 0.13914], [-0.08435, -0.57624, 0.56895], [-1.38045, -0.14902, 0.45127], [-1.61707, 1.15751, 0.87782], [-2.88292, 1.70996, 0.80316], [-3.91730, 0.95083, 0.29138], [-3.68188, -0.35136, -0.13325], [-2.42346, -0.91668, -0.05913], [-4.95093, -0.97999, -0.62868], [-5.87931, 0.22590, -0.84440], [-5.36401, 1.30890, 0.11714], [3.43270, 2.36148, 1.35596], [2.04537, 2.73022, 0.32123], [3.64835, 3.34775, -0.09265], [3.43707, 2.35685, -2.32796], [3.27268, 0.62223, -2.57085], [1.88881, 1.57146, -2.00425], [5.48772, 1.78608, -0.69377], [5.13868, 0.09487, -1.10224], [4.53871, 0.06084, 1.26537], [1.74437, 0.44165, 0.43109], [3.61753, -1.56228, -0.54599], [2.18641, -1.08518, -1.49117], [1.98266, -1.96401, 1.41917], [1.95579, -3.60904, -0.86460], [-0.30998, -2.63020, 0.70888], [0.01262, -1.99689, -0.93069], [-0.78794, 1.72425, 1.27191], [-3.05179, 2.72238, 1.13849], [-2.26907, -1.93128, -0.39212], [-4.80645, -1.56405, -1.53770], [-5.35150, -1.64817, 0.13904], [-6.92553, -0.02024, -0.67041], [-5.77961, 0.57856, -1.87220], [-5.50448, 2.31613, -0.27495], [-5.87649, 1.24999, 1.08167]], "mulliken_charge": [-1.78, 1.81, -1.99, -1.04, -0.58, -0.23, -0.66, -0.17, -0.58, -0.82, -0.20, 0.84, -0.51, -1.00, 0.33, 0.09, -0.35, -0.93, -0.64, -0.88, 0.40, 0.41, 0.45, 0.49, 0.44, 0.34, 0.48, 0.37, 0.38, 0.17, 0.24, 0.30, 0.35, 0.36, 0.44, 0.50, 0.43, 0.42, 0.48, 0.35, 0.27, 0.31, 0.30, 0.35, 0.28]}

{"formula": "C5H9NS", "method": "wB97M-V/def2-TZVPD", "gap_ev": 10.09, "relative_energy_kj_mol": 233.7, "homo_ev": -9.1, "energy_ha": -648.764142, "smiles": "C=CC[C@H](S)N=C", "fmax_ev_per_a": 5.05, "species": ["C", "C", "C", "C", "S", "N", "C", "H", "H", "H", "H", "H", "H", "H", "H", "H"], "xyz": [[-2.15193, 0.23080, -0.82463], [-1.23025, 0.67279, 0.05380], [0.16981, 0.97473, -0.41153], [1.20316, 0.06815, 0.14591], [2.89513, 0.75325, 0.02332], [1.25759, -1.26295, -0.46554], [0.60254, -2.24442, -0.09962], [-3.21465, -0.07814, -0.56510], [-2.04700, 0.09053, -1.80926], [-1.32844, 0.50422, 1.14110], [0.45777, 2.01397, -0.10133], [0.15695, 1.19782, -1.48631], [0.98822, -0.14942, 1.27937], [2.71594, 0.95718, -1.20783], [0.77179, -3.24096, -0.57919], [-0.04401, -2.29411, 0.75216]], "mulliken_charge": [-0.80, -0.17, -0.76, -0.07, -0.19, -0.36, -0.29, 0.22, 0.32, 0.32, 0.35, 0.46, 0.35, 0.11, 0.24, 0.28]}